124
Properties=species:S:1:pos:R:3:forces:R:3 method="wB97M-V/def2-TZVPD" max_force_ev_per_a=7.7 homo_energy_ev=-8.9864 charge=+1
C 2.73187 -3.93950 -1.99058 1.61 -0.95 -1.07
C 2.55065 -2.01005 -3.54622 -0.66 -0.01 -1.20
H 5.66531 3.94145 5.14406 -0.05 -0.11 0.08
H 7.33322 4.15880 5.63552 -0.01 0.01 0.03
C 1.72193 -1.90251 -5.97624 -0.09 -0.39 0.42
Na -1.09912 3.86617 -3.64778 -0.83 0.02 0.62
H -5.62368 0.99936 -1.90114 -0.34 -0.59 -0.06
H 1.72460 0.04340 -1.31914 0.24 -0.28 -0.35
H 0.43379 -2.54647 1.73950 -0.03 0.12 -0.69
O 2.06334 2.47065 4.22510 -1.19 -0.78 -1.06
O 2.92234 -5.51039 -4.55245 -0.13 0.34 -0.04
O 4.83032 -6.35725 -3.98111 -0.21 0.19 -0.05
H -5.53100 -0.76330 -2.39587 -0.28 0.60 0.12
C -1.32768 -1.12410 -1.83184 -1.12 1.56 -1.05
H 2.16102 -2.48737 0.47378 0.21 -0.66 -0.28
C 4.74547 4.88265 8.56593 0.13 -0.06 0.08
H -5.01813 -1.88703 2.10608 -0.11 0.72 0.08
H 2.98931 1.89975 1.15648 0.20 0.20 0.14
H 6.10475 6.07463 9.76438 0.00 -0.01 -0.07
C 3.00056 4.52448 6.03188 0.02 0.22 -0.04
C 1.51816 -1.98567 -1.31002 0.40 0.48 0.31
H -5.44343 -0.98500 0.65309 -0.18 0.43 0.63
H 6.86468 4.65494 9.02297 0.00 0.03 0.02
H -0.84706 -1.79261 -2.57311 0.09 0.35 0.73
H -3.53095 -0.24377 2.90640 -0.09 0.65 -0.50
O -6.39990 1.42351 0.36915 -1.55 -0.67 1.01
H -3.23243 -3.27033 -4.30069 -0.52 0.44 -0.28
H 5.78954 4.45853 10.40001 -0.01 -0.01 -0.03
C -2.17972 -0.08048 -2.74918 -2.65 -1.18 1.03
C 2.56131 0.00341 3.22215 -0.61 0.32 -0.88
H 0.04203 -5.04781 -0.61254 -0.27 0.49 -0.61
C 0.14875 -2.37545 0.67894 -1.39 -0.49 0.80
N 3.59466 -6.35580 -3.89514 0.47 -0.38 0.13
C 0.97220 -0.08018 1.22945 -1.01 -0.40 0.22
C -0.29062 -0.41709 -0.90193 -0.08 -1.01 0.54
I 3.85463 -0.25512 -3.40678 -0.36 -0.40 -0.06
H 2.77675 -0.42045 4.21722 0.09 0.54 -0.36
H 0.58626 -1.06982 3.23531 0.54 0.18 -0.30
C -2.88810 -0.42530 0.80182 -0.32 1.43 1.45
H 6.85900 5.90422 7.14011 -0.08 -0.03 0.09
H -5.57550 -4.46310 -5.77822 -0.07 -0.09 0.70
H 3.06959 -4.41351 -2.94724 -0.60 0.76 0.33
C -6.10013 0.18839 -2.48267 0.21 -0.17 -0.81
H -1.64681 0.16001 -4.87215 -0.53 -0.63 -0.06
O -5.79359 4.83237 -5.20543 0.00 -0.03 -0.13
C -6.11878 0.62114 -3.97855 -0.94 0.43 1.23
H -1.51907 -1.07408 2.37526 0.07 0.33 -0.53
Cl -0.13316 1.07560 -3.08500 4.90 4.96 -3.37
C 3.54567 5.80676 6.66636 -0.27 0.03 0.11
H -1.84817 1.02061 -2.66273 -2.46 -2.63 0.36
O -3.61054 5.12752 -5.19378 0.19 -0.14 0.18
C -0.76037 -4.32920 -0.87679 -0.04 -0.29 1.34
H 3.28279 -0.38760 2.47230 -0.37 -0.01 0.59
H 1.93669 -0.41996 0.79782 -0.52 0.29 0.14
H 1.02821 -0.67406 -4.34994 -0.37 -0.80 0.40
C -0.26771 -0.87771 0.58626 1.94 0.53 0.33
N 1.35756 -2.72408 -0.11124 -0.68 1.71 -0.28
C -1.48176 -0.44318 1.45964 -0.31 -0.46 -0.68
H 2.79179 -2.16585 -6.08505 -0.52 0.09 0.07
C 1.30355 -1.73354 -4.45706 1.18 0.75 -0.97
H 1.13746 -2.73547 -6.41345 0.39 0.58 0.04
H -1.66663 -4.95630 -1.00721 0.46 0.55 -0.25
H 1.96371 4.67853 5.72530 0.02 0.00 0.01
C -4.11500 -3.07192 -4.95570 0.59 -1.98 0.19
H 0.78951 0.98287 0.96151 0.41 -0.48 0.11
H -7.11997 -0.00727 -2.09463 0.56 0.31 -0.26
H -0.40420 0.68231 -0.90808 -0.18 -0.79 0.20
H -6.34689 1.99844 1.11065 2.23 2.10 -1.00
H -0.52315 -3.74650 -1.78235 -0.15 -0.48 0.31
H -6.64373 -0.09727 -4.63401 0.34 0.34 0.28
Al -7.21839 1.89363 2.48109 -0.84 -0.97 -0.18
C -5.21223 -0.85678 1.72895 0.49 0.02 -0.22
H 5.94331 6.29156 5.72931 -0.23 0.01 0.05
H -3.23317 -0.13132 -2.37335 0.65 -0.10 -0.06
H -3.26873 -1.38734 0.42709 0.52 0.43 -0.14
H -1.88397 -1.57352 -4.38838 -0.09 0.58 -0.07
C -0.98360 -3.43258 0.39835 -0.02 -0.86 -0.57
H -1.01344 -4.14858 1.24767 -0.01 0.53 -0.42
C 5.99249 5.57826 6.55672 0.37 -0.07 0.16
C -5.02190 -4.34423 -4.83104 0.50 1.18 -0.19
H 6.19754 3.39995 6.74279 -0.03 0.03 0.01
N 2.21327 -2.58054 -2.23665 0.64 -0.44 -0.17
O -4.51389 4.60970 -6.97030 -0.19 -0.01 0.01
H -2.00110 -3.01581 0.32041 0.62 0.22 0.28
O -4.80310 -1.88823 -4.51271 0.78 1.40 0.73
C -4.70369 4.85507 -5.75750 0.25 0.01 0.07
H 1.95463 -4.61702 -1.60004 0.50 0.65 0.25
O -4.75958 0.84967 -4.45645 0.25 -2.13 0.91
C 6.30092 4.18669 5.99367 0.06 0.02 -0.21
H 3.01211 3.68124 6.72401 0.03 0.01 -0.03
C -2.24606 -0.53683 -4.25865 -0.92 0.69 1.61
C 5.95022 5.03092 9.48474 0.07 -0.03 -0.03
P -3.98154 -0.51977 -4.90343 0.24 0.26 -3.13
O 3.01456 -7.15000 -3.14180 -0.19 0.22 -0.01
H 3.62287 6.57725 5.89235 0.19 -0.03 0.02
H 4.62635 3.82085 8.30469 -0.01 -0.07 0.08
C -3.93053 0.03647 1.90551 -0.33 -1.80 -0.20
H -2.07880 -1.71989 -1.29594 0.52 0.29 -0.06
O 2.77100 2.52234 1.87000 -0.55 -1.31 0.37
H -4.36822 -5.22300 -4.67176 -0.43 0.44 -0.10
H 3.55440 4.24736 5.13862 0.05 -0.05 0.09
H -1.28504 0.60119 1.79241 -0.18 -0.63 -0.12
S 2.95213 1.79498 3.32934 1.30 1.59 2.08
H 3.85953 5.16053 9.14518 -0.08 0.05 -0.21
H -5.67399 -4.18545 -3.95470 0.09 -0.37 -0.51
O -3.86760 -0.49448 -6.37749 0.32 0.09 0.15
H 2.78926 6.18744 7.36210 0.10 -0.04 0.11
O 4.32120 1.97601 3.70972 0.23 -1.04 -0.93
H 0.47141 -2.42071 -4.22918 0.44 0.34 0.16
H -4.16557 1.11058 1.84065 0.20 -0.48 0.04
H -6.63507 1.60138 -4.02452 0.39 -0.55 -0.30
H 1.56238 -0.97502 -6.55900 -0.08 -0.53 0.29
C 4.00805 -3.94104 -1.06350 -1.56 0.39 -2.26
H -2.89842 0.38824 0.04548 -0.09 -0.91 -0.08
N 4.80741 5.72763 7.38633 -0.16 0.28 -0.15
O 3.86124 -4.30240 0.02434 0.55 -0.74 2.95
N 1.04758 -0.67856 -1.54988 -0.58 -1.51 1.14
H -3.74128 -2.99164 -5.99202 -0.32 0.38 0.46
Li 0.60503 2.19494 -4.87034 0.68 -1.33 0.00
H -6.09279 -0.41766 2.24029 0.43 -0.56 -0.27
H 0.53014 0.69988 3.19969 0.16 -0.73 0.00
H 3.15691 -2.73740 -4.11958 -0.12 0.23 0.92
C 1.06812 -0.18426 2.79062 0.51 1.26 -0.39
Br 5.72164 -3.39679 -1.77532 -0.45 0.01 -0.11